# 1
This record from the OMol25 dataset describes a molecular structure, C21H43KO16Tl in a non-equilibrium geometry. The level of theory is wB97M-V/def2-TZVPD.

```
82
Properties=species:S:1:pos:R:3:forces:R:3
Tl -1.7994 -1.0162 3.3842 0.255 -0.139 0.134
K -1.9344 3.5312 1.3314 -0.371 0.183 -0.319
C -0.2431 0.4586 0.1708 -1.193 2.118 -0.089
O -1.0295 0.8241 1.1683 0.792 -0.751 -0.441
H 0.6937 -0.0170 0.6035 0.233 -0.945 0.373
H -0.7159 -0.3333 -0.4499 0.257 -0.909 0.291
H 0.1099 1.2973 -0.4436 0.135 -0.008 0.039
C -3.2097 -1.9280 -1.8991 -0.190 -0.160 -0.616
C -4.5331 -1.5953 -1.2372 1.644 -0.438 1.405
O -4.5073 -0.1829 -0.9149 -1.053 0.258 -0.163
C -4.1565 0.2425 0.2818 -0.107 0.315 -2.060
O -3.6426 -0.4350 1.1336 0.729 -0.329 1.109
O -4.2902 1.5569 0.3706 0.272 0.227 1.161
C -5.1845 2.2599 -0.5056 -0.615 -0.043 -0.988
H -3.2309 -2.9966 -2.1222 0.097 0.141 -0.410
H -2.2976 -1.7671 -1.3172 -0.361 0.094 0.606
H -3.0800 -1.3078 -2.7864 -0.107 -0.372 -0.322
H -4.5678 -2.1437 -0.2937 -0.385 0.023 -0.070
H -5.3994 -1.8440 -1.8386 -0.034 0.444 -0.146
H -4.7952 2.2605 -1.5199 0.154 0.139 0.056
H -5.2953 3.2713 -0.1296 0.189 -0.050 0.121
H -6.1669 1.7921 -0.5645 0.088 -0.117 0.371
C 3.1545 1.8670 1.5590 0.042 0.436 -0.183
C 3.0677 1.8055 3.0706 0.147 -1.481 -0.504
O 1.9570 2.5842 3.5546 0.445 0.134 -0.160
C 0.8007 1.9882 3.7099 0.202 1.126 0.297
O 0.5700 0.8069 3.7318 -0.284 -0.793 -0.592
O -0.1861 2.8683 3.8590 -1.407 -0.461 0.067
C 0.0401 4.2596 3.9069 1.394 1.737 -0.294
H 2.3145 1.3322 1.1003 -0.104 -0.022 0.097
H 4.0588 1.3697 1.2089 0.065 0.046 0.109
H 3.1545 2.8830 1.1611 0.086 0.013 0.095
H 3.9859 2.0729 3.5836 -0.187 0.630 0.024
H 2.8993 0.7532 3.2993 -0.148 0.049 0.450
H 0.3441 4.6570 2.9279 0.067 -0.273 -0.022
H 0.8587 4.5246 4.5770 -0.096 -0.194 0.067
H -0.8144 4.8611 4.2143 -0.438 -0.830 0.225
C -0.2484 2.1426 -3.4831 0.398 0.930 0.393
C -1.6833 1.7402 -3.2180 -0.062 -0.475 0.812
O -2.5729 2.7683 -3.6317 0.070 -0.324 -1.184
C -2.9480 3.7247 -2.8219 -1.134 0.351 0.141
O -2.6437 3.8309 -1.6475 0.542 -0.010 0.515
O -3.8355 4.4787 -3.4633 0.959 -0.490 0.530
C -4.3524 5.6252 -2.7902 -0.657 0.826 -0.136
H 0.5511 1.4474 -3.2199 -0.440 -0.603 -0.287
H 0.0600 3.0349 -2.9258 -0.470 0.136 0.009
H -0.1768 2.4235 -4.5331 0.191 -0.237 -0.046
H -1.9858 1.4938 -2.1902 0.608 0.130 0.216
H -1.9400 0.8397 -3.7733 -0.133 0.255 -0.418
H -4.4822 5.5244 -1.7134 0.118 -0.456 -0.090
H -5.3227 5.7819 -3.2597 0.078 0.104 0.134
H -3.7362 6.5070 -2.9701 0.137 -0.203 -0.131
C 3.2918 -1.5433 5.4972 -0.336 0.732 0.236
C 2.8281 -2.8228 4.8366 -0.097 0.077 1.429
O 2.9839 -2.7369 3.4103 0.336 -0.112 -0.262
C 2.0302 -2.2366 2.6718 0.127 -0.334 0.213
O 0.8910 -2.0244 3.0384 -0.566 0.384 -0.005
O 2.3946 -1.9910 1.4230 -0.177 0.079 0.165
C 3.6991 -2.3935 0.9355 -0.510 -0.200 -1.300
H 4.1966 -1.1734 5.0138 0.181 -0.183 0.228
H 3.4587 -1.6980 6.5646 0.348 -0.281 -0.138
H 2.5785 -0.7133 5.5067 -0.269 -0.201 -0.479
H 1.8188 -3.1119 5.1254 -0.135 0.183 -0.355
H 3.4672 -3.6155 5.2218 0.153 -0.171 -0.723
H 3.4570 -2.6511 -0.0972 0.333 0.148 -0.035
H 4.0867 -3.3118 1.3659 -0.018 0.283 0.535
H 4.3672 -1.5380 0.9533 0.183 -0.165 0.321
C -0.2505 -4.2048 -3.0893 -0.460 0.094 0.158
C 0.6288 -3.0698 -2.5607 -0.676 -0.388 -0.582
O 1.8433 -3.6041 -2.0303 -0.326 0.266 0.509
C 2.8881 -3.7427 -2.8379 0.203 0.755 -1.455
O 2.8680 -3.4042 -4.0089 0.010 -0.370 0.606
O 3.9055 -4.2190 -2.1810 0.248 -0.073 0.425
C 5.1290 -4.4179 -2.9270 0.786 0.201 0.008
H 0.0920 -4.5018 -4.0800 0.209 -0.154 0.111
H -1.2850 -3.8809 -3.2187 0.082 0.248 -0.004
H -0.2965 -5.0575 -2.4143 0.262 -0.020 0.001
H 0.1788 -2.5223 -1.7313 -0.119 -0.234 0.285
H 0.7443 -2.3715 -3.3896 0.723 0.060 0.127
H 4.9309 -5.0415 -3.7910 0.119 -0.042 -0.004
H 5.8568 -4.8475 -2.2436 -0.434 -0.492 0.080
H 5.6043 -3.4767 -3.2083 -0.602 0.177 -0.272
```
Forces are in eV/Å.

Summary:
HOMO energy = -0.6348 hartree
total charge = +3


# 2
This record from the OMol25 dataset describes a molecular structure, C21H43N2P3SeTb in a non-equilibrium geometry. The level of theory is wB97M-V/def2-TZVPD.

```
71
Properties=species:S:1:pos:R:3:forces:R:3
Tb 0.9539 -1.8447 -0.2367 0.656 1.352 0.065
P 1.8416 0.7652 -1.4917 1.358 1.584 -0.730
P -0.8968 1.3606 0.7244 -0.577 2.254 0.232
P -1.4577 -0.9523 -1.9839 -1.408 0.158 -1.195
H 2.3744 -6.5626 0.1473 -0.765 0.701 0.371
C 2.2738 -6.1314 -0.8440 0.369 -0.688 -1.074
C 2.0524 -4.8528 -1.1800 -0.185 -0.353 1.684
H 1.6064 -4.2443 -0.3466 0.807 -0.237 -0.298
C 3.4196 1.2164 -0.6186 -0.840 -0.534 -0.115
C 1.3390 2.4572 -2.1308 -0.432 -0.475 0.369
C 2.4906 0.0416 -3.0688 -0.382 -0.226 0.442
C -2.1916 1.4136 2.0314 -0.174 -0.710 0.180
C 0.2572 2.5436 1.5656 0.455 -0.741 -0.342
C -1.7273 2.5997 -0.4045 0.449 -0.868 -0.105
C -1.5938 -2.4949 -2.9908 0.402 -0.010 0.392
C -1.4944 0.3102 -3.3426 0.617 -0.187 0.599
C -3.1921 -0.8119 -1.3919 -0.231 -0.250 0.651
H 2.4093 -6.9829 -1.5379 0.529 1.108 -0.254
H 2.2999 -4.3305 -2.0880 -0.427 -0.438 -0.620
H 3.8758 0.3010 -0.2544 0.260 -0.007 0.108
H 3.1838 1.8510 0.2292 0.036 0.063 0.170
H 4.1048 1.7246 -1.2842 0.089 0.124 -0.205
H 1.1032 3.1354 -1.3088 0.059 -0.121 -0.044
H 0.4577 2.3715 -2.7678 0.044 -0.010 0.029
H 2.1294 2.9274 -2.7204 0.193 -0.365 0.090
H 2.8190 -0.9826 -2.8722 0.183 -0.032 -0.224
H 3.3309 0.6244 -3.4515 -0.060 -0.037 0.073
H 1.6999 0.0102 -3.8215 0.102 -0.021 0.017
H -2.4495 2.4789 2.2087 0.170 -0.665 -0.124
H -1.8111 0.9712 2.9689 -0.315 0.158 -0.336
H -3.0877 0.8725 1.6914 0.192 0.175 0.298
H -0.3484 3.3339 2.0236 0.170 -0.122 -0.162
H 0.9719 2.9683 0.8456 -0.177 -0.090 0.410
H 0.7878 1.9805 2.3424 0.073 0.373 -0.113
H -2.0501 3.4330 0.2204 0.036 -0.028 -0.041
H -2.5947 2.1383 -0.8727 -0.032 0.174 -0.062
H -1.0294 2.9520 -1.1624 -0.219 0.017 0.015
H -2.5256 -2.4755 -3.5754 0.320 -0.030 0.198
H -1.5978 -3.3513 -2.3049 -0.130 -0.070 -0.261
H -0.7333 -2.5832 -3.6652 -0.184 -0.038 0.065
H -2.1797 0.0113 -4.1326 -0.121 -0.182 0.074
H -0.4985 0.3929 -3.7627 0.110 0.108 -0.247
H -1.7951 1.2800 -2.9605 -0.022 0.098 0.073
H -3.8934 -1.2523 -2.1138 0.309 0.185 0.010
H -3.4960 0.2234 -1.2055 0.190 -0.138 -0.119
H -3.2953 -1.3587 -0.4440 -0.188 0.237 -0.552
C -1.8978 -4.0035 1.4593 1.022 -0.897 0.069
C -0.6360 -4.6862 1.3359 -0.888 0.450 0.699
C -0.6606 -5.8780 0.6571 1.227 -1.040 0.007
C -1.8500 -6.4304 0.2023 -0.569 -0.201 0.077
C -3.0711 -5.8368 0.5327 0.475 -1.332 -0.387
C -3.1092 -4.5720 1.0935 0.054 1.170 0.580
Se -1.6105 -2.0806 1.2789 0.624 -1.260 -0.566
H -0.8127 -3.0079 0.1945 -1.683 1.677 0.858
H 0.3013 -4.3131 1.8232 -0.957 -0.139 -0.524
H 0.2849 -6.4393 0.5122 -0.934 0.468 0.122
H -1.8105 -7.3695 -0.3565 -0.191 0.296 0.325
H -3.9621 -6.4245 0.3455 -0.174 0.388 -0.151
H -4.0558 -4.0115 1.2262 0.690 -0.477 -0.160
C 1.8217 0.3781 5.3065 -0.355 0.393 0.827
N 2.1584 -0.1816 3.9960 0.663 -0.360 -0.583
C 3.4517 -0.4994 3.5007 -2.369 0.097 -1.228
C 3.1877 -0.9957 2.2166 0.441 0.536 0.799
N 1.8344 -0.9790 1.9438 -0.636 0.295 1.247
C 1.2340 -0.4899 3.0740 1.407 -0.845 -1.145
H 2.6634 0.2949 6.0110 -0.287 -0.079 -0.470
H 1.5254 1.4437 5.2450 0.347 -0.545 -0.210
H 0.9600 -0.1673 5.7241 0.444 0.088 -0.159
H 4.3277 -0.2435 4.0832 -0.057 -0.312 -0.250
H 3.8582 -1.3538 1.4297 0.077 0.207 0.702
H 0.1596 -0.4877 3.2246 0.322 0.230 0.125
```
Forces are in eV/Å.

Summary:
HOMO energy (alpha / beta) = -0.6184 / -0.6209 hartree
multiplicity = 7
<S²> = 12.701
total charge = +3


# 3
This record from the OMol25 dataset describes a molecular structure, C21H44GeN4O7SSi3Y. The level of theory is wB97M-V/def2-TZVPD.

```
82
Properties=species:S:1:pos:R:3:forces:R:3
Y 0.0237 1.3006 -0.6092 0.164 0.443 0.123
N -2.2458 0.3309 -0.4361 0.049 -0.096 -0.104
C -2.9741 1.0443 0.6424 0.015 -0.075 0.051
C -2.0248 1.9510 1.4371 -0.046 -0.025 0.010
O -2.4539 2.9613 1.9602 -0.006 -0.019 0.001
O -0.7861 1.5602 1.4341 0.115 -0.014 -0.331
H -2.8690 0.1543 -1.2166 0.018 -0.013 0.028
H -1.9212 -0.5857 -0.1144 0.049 -0.043 0.029
H -3.4438 0.3428 1.3373 -0.010 0.035 -0.021
H -3.7606 1.6597 0.2115 0.022 0.020 -0.002
C 3.6299 -0.6433 -2.7473 -0.028 -0.002 -0.029
C 2.3812 -0.4050 -1.9644 -0.115 0.076 0.069
N 1.7942 0.7898 -1.9735 -0.103 -0.106 0.226
O 2.3120 1.7371 -2.8410 0.528 0.285 -0.031
C 1.7110 -1.3632 -1.1567 -0.004 0.008 -0.082
C 1.9843 -2.8257 -1.2473 0.013 0.011 0.068
N 0.7273 -0.8642 -0.3856 -0.233 0.023 -0.073
O -0.1504 -1.8177 0.1860 0.012 0.002 0.152
H 4.3925 0.0834 -2.4581 -0.010 -0.007 -0.002
H 3.4421 -0.4921 -3.8119 0.004 0.006 0.002
H 4.0227 -1.6436 -2.5944 0.001 -0.011 -0.007
H 3.2338 2.0516 -2.5035 -0.457 -0.258 -0.195
H 1.3699 -3.2885 -2.0249 -0.010 -0.005 0.013
H 1.7482 -3.3175 -0.3084 0.022 -0.012 0.000
H 3.0278 -3.0199 -1.4819 0.005 -0.007 -0.014
C 2.1833 0.2694 3.0804 -0.005 -0.032 -0.013
Si 2.3881 -1.5418 2.6416 0.012 -0.027 0.023
C 3.8037 -1.7623 1.4353 -0.039 -0.010 0.013
C 2.7532 -2.5320 4.2009 0.008 0.038 -0.036
Ge 0.2991 -2.4651 1.9048 0.072 0.023 -0.061
Si -1.5118 -1.9446 3.4092 -0.036 -0.005 -0.005
C -3.1056 -2.5045 2.5723 0.047 0.004 0.001
C -1.2330 -2.9385 4.9811 0.006 0.042 -0.018
C -1.6515 -0.1469 3.9534 -0.004 -0.045 0.005
Si 0.3007 -4.8520 1.5058 -0.014 -0.047 0.012
C 2.0250 -5.5685 1.2592 -0.021 0.031 0.024
C -0.7526 -5.1370 -0.0215 0.011 0.040 0.016
C -0.4588 -5.8002 2.9402 0.029 0.001 -0.040
H 3.1470 0.7088 3.3484 0.011 -0.006 -0.002
H 1.5073 0.3929 3.9282 -0.016 0.012 0.007
H 1.7702 0.8445 2.2494 0.008 0.009 -0.006
H 4.7370 -1.4494 1.9101 -0.002 0.004 0.021
H 3.6676 -1.1561 0.5388 0.017 0.014 -0.002
H 3.9147 -2.8051 1.1327 0.006 -0.017 -0.007
H 3.6417 -2.1390 4.7010 0.010 0.007 -0.005
H 2.9414 -3.5830 3.9710 -0.008 -0.005 -0.006
H 1.9272 -2.4870 4.9125 -0.018 0.000 0.021
H -3.1286 -3.5910 2.4651 0.002 -0.011 -0.007
H -3.2061 -2.0813 1.5694 -0.008 0.011 -0.001
H -3.9797 -2.2042 3.1551 -0.004 -0.002 0.010
H -1.0221 -3.9920 4.8162 -0.011 -0.021 -0.007
H -2.1240 -2.8656 5.6107 -0.012 0.009 0.002
H -0.4040 -2.5092 5.5477 0.017 -0.007 0.013
H -0.8526 0.4821 3.5703 0.032 0.032 -0.009
H -1.6199 -0.1084 5.0449 -0.010 -0.002 -0.002
H -2.5973 0.3043 3.6460 -0.009 -0.006 -0.007
H 2.4764 -5.2917 0.3066 0.000 0.014 -0.007
H 1.9610 -6.6594 1.2908 0.000 -0.008 -0.012
H 2.7052 -5.2580 2.0551 0.000 0.000 0.010
H -0.3862 -4.5542 -0.8669 -0.010 -0.006 -0.008
H -1.7849 -4.8324 0.1647 -0.010 0.000 0.001
H -0.7571 -6.1926 -0.3030 0.011 -0.015 0.013
H 0.1141 -5.6812 3.8614 0.005 -0.007 0.001
H -0.4581 -6.8639 2.6871 -0.004 -0.008 0.005
H -1.4906 -5.5066 3.1361 -0.017 0.016 0.008
N -1.1508 3.6786 -0.8690 -0.063 -0.060 0.011
C 0.2107 4.1039 -0.9980 0.053 -0.114 0.134
C 0.7202 4.5872 -2.1935 -0.002 -0.024 -0.028
C 2.0938 4.7047 -2.3488 -0.012 0.022 -0.059
C 2.9526 4.3278 -1.3296 0.062 0.003 0.070
C 2.4456 3.9410 -0.1013 0.016 0.007 0.000
C 1.0723 3.8293 0.0736 -0.092 -0.103 0.070
S 4.6882 4.0347 -1.6641 -0.021 -0.288 -0.147
O 5.3849 4.2613 -0.4232 -0.026 0.034 0.036
O 4.6117 2.5904 -2.0190 0.037 0.215 0.071
O 5.0254 4.8783 -2.7833 -0.022 0.020 0.024
H -1.7451 4.0360 -1.6068 0.043 0.027 0.002
H -1.5571 3.9213 0.0344 -0.012 -0.005 -0.018
H 0.0529 4.8225 -3.0148 0.005 -0.003 -0.002
H 2.5192 5.0294 -3.2894 -0.002 0.003 -0.006
H 3.1342 3.7030 0.6997 -0.007 -0.008 0.013
H 0.6551 3.5460 1.0381 0.004 0.040 0.003
```
Forces are in eV/Å.

Summary:
HOMO energy (alpha / beta) = -0.2499 / -0.3222 hartree
multiplicity = 2
<S²> = 0.755


| no. | total energy (Ha) |
| --- | --- |
| 1 | -2801.14832 |
| 2 | -5184.29307 |
| 3 | -4954.36481 |